Density functional theory data (ωB97M-V/def2-TZVPD) for one molecule with the formula C4H10N2O.

```
! wB97M-V def2-TZVPD RIJCOSX def2/J DEFGRID3
* xyz 0 1
N -0.032 0.697 2.051
C -0.064 1.399 0.858
C 0.699 0.598 -0.293
C 0.116 -0.777 -0.657
N -1.371 -0.943 -0.636
C 0.856 -1.333 -1.879
O 2.004 -1.152 -2.074
H -0.698 -0.085 2.188
H -0.366 1.349 2.750
H 0.210 2.540 0.748
H -1.150 1.219 0.510
H 1.739 0.424 0.104
H 0.828 1.093 -1.249
H 0.389 -1.256 0.290
H -1.731 -1.716 -0.061
H -1.691 0.010 -0.258
H 0.261 -2.066 -2.393
*
```

Output
HOMO-LUMO gap   0.3684 Ha
HOMO   -9.34 eV
SMILES   NCC[C@@H](N)C=O
E   -343.07669 Eh

Density functional theory data (ωB97M-V/def2-TZVPD) for a 2-piece molecular cluster, C3H5N3O overall.

```
! wB97M-V def2-TZVPD RIJCOSX def2/J DEFGRID3
* xyz 0 1
N 0.300 1.343 -1.068
C -0.525 0.758 -0.507
C -1.647 0.037 0.133
O -2.856 0.735 -0.023
H -1.679 -0.980 -0.283
H -1.452 -0.053 1.204
H -2.998 0.894 -0.965
N 2.951 0.417 0.174
C 2.176 -0.482 0.457
N 1.381 -1.320 0.886
H 2.764 0.940 -0.676
H 1.584 -2.288 0.668
*
```

Output
HOMO-LUMO gap   0.4074 Ha
HOMO   -10.51 eV
SMILES   N#CCO.N=C=N
E   -356.78002 Eh

Record-wise relative energy (zero: lowest compared OMol25 entry of this formula, charge and spin) values, in eV: 3.3953 2.1049